1.
17
Properties=species:S:1:pos:R:3 method="wB97M-V/def2-TZVPD" multiplicity=1 smiles="CB(C)CC1=NC1" relative_energy_kj_mol=354.5 gap_ev=10.03 e_homo_ev=-9.49 total_charge=0 e_lumo_ev=0.5
B -0.855 -0.053 -0.394
C 1.574 -0.703 0.276
C 2.335 0.161 1.142
C -0.867 0.375 -1.929
C -1.720 0.562 0.693
C 0.196 -1.184 0.201
N 2.599 -0.269 -0.277
H 2.236 1.239 1.543
H 2.929 -0.383 1.953
H 0.064 0.387 -2.392
H -1.411 1.269 -2.155
H -1.604 -0.304 -2.449
H -1.072 1.118 1.484
H -2.069 -0.115 1.317
H -2.506 1.315 0.310
H 0.233 -1.938 -0.542
H -0.063 -1.476 1.218

2.
24
Properties=species:S:1:pos:R:3 method="wB97M-V/def2-TZVPD" multiplicity=1 relative_energy_kj_mol=286.4 gap_ev=10.26 e_homo_ev=-9.54 total_charge=0 e_lumo_ev=0.7
C 1.889 1.015 -0.375
C 3.046 0.063 -0.496
C 5.345 -0.535 0.164
C -1.784 0.102 0.905
C -3.027 0.199 -0.056
C -5.302 -0.604 -0.492
H 2.055 2.108 -0.214
H 1.157 0.599 0.256
H 1.292 1.002 -1.320
H 4.137 1.202 0.700
H 5.092 -1.336 -0.454
H 6.375 -0.128 -0.128
H 5.421 -0.821 1.218
H -1.832 -1.002 1.146
H -2.055 0.841 1.662
H -0.940 0.215 0.297
H -3.606 -1.304 0.892
H -5.055 0.202 -1.327
H -5.708 -1.550 -0.975
H -6.317 0.006 0.143
N 4.248 0.426 0.013
N -3.938 -0.854 0.056
O 2.880 -1.072 -0.962
O -3.375 1.228 -0.654

3.
22
Properties=species:S:1:pos:R:3 method="wB97M-V/def2-TZVPD" multiplicity=3 gap_ev="5.28 / 6.41" e_homo_ev="-4.89 / -9.13" total_charge=0 e_lumo_ev="0.4 / -2.7" s_squared=2.01
B 2.062 -0.911 0.151
C -2.900 -1.180 0.103
C -2.405 0.059 0.299
C -2.000 -2.142 -0.364
C -1.079 0.379 0.059
C -0.346 -0.636 -0.439
C -0.347 1.636 0.253
C 0.803 1.478 -0.789
C 1.166 -0.058 -0.844
N -0.753 -1.809 -0.712
O 1.984 -0.920 1.529
O 2.969 -1.793 -0.452
H -3.920 -1.337 0.476
H -3.112 0.800 0.674
H -2.277 -3.225 -0.594
H -0.953 2.572 0.212
H 0.183 1.658 1.232
H 0.346 1.820 -1.709
H 1.777 2.142 -0.508
H 1.380 -0.251 -1.880
H 2.605 -1.596 1.788
H 3.311 -2.525 0.045

4.
44
Properties=species:S:1:pos:R:3 method="wB97M-V/def2-TZVPD" multiplicity=1 smiles="O=C(CSc1ccc(-c2ccccc2)nn1)Nc1ccc2c(c1)OCCO2" relative_energy_kj_mol=320.3 gap_ev=7.94 e_homo_ev=-7.75 total_charge=0 e_lumo_ev=0.2
O -1.912 -0.161 -4.023
C -1.406 0.876 -3.658
N -1.408 1.340 -2.380
C -1.619 0.609 -1.203
C -1.435 1.279 0.001
C -1.568 0.613 1.209
C -1.889 -0.748 1.216
C -2.049 -1.414 0.009
C -1.920 -0.750 -1.195
H -2.056 -1.276 -2.124
H -2.287 -2.465 0.035
O -2.066 -1.446 2.387
C -2.294 -0.602 3.493
C -1.263 0.525 3.517
H -1.421 1.188 4.369
O -1.382 1.328 2.362
H -0.256 0.091 3.565
H -2.213 -1.228 4.383
H -3.303 -0.171 3.434
H -1.169 2.323 0.022
H -0.968 2.236 -2.214
C -0.634 1.773 -4.618
H -0.395 2.754 -4.215
H -1.150 1.853 -5.573
S 0.924 0.890 -5.015
C 1.439 0.475 -3.381
N 1.225 1.376 -2.437
N 1.434 1.091 -1.190
C 1.851 -0.113 -0.822
C 2.198 -1.083 -1.781
C 2.001 -0.777 -3.105
H 2.236 -1.460 -3.906
H 2.615 -2.032 -1.480
C 1.932 -0.364 0.618
C 2.241 0.680 1.487
C 2.332 0.450 2.846
C 2.096 -0.819 3.354
C 1.757 -1.855 2.498
C 1.678 -1.632 1.136
H 1.392 -2.438 0.477
H 1.551 -2.838 2.894
H 2.168 -0.999 4.417
H 2.581 1.261 3.514
H 2.413 1.663 1.078

5.
12
Properties=species:S:1:pos:R:3 method="wB97M-V/def2-TZVPD" multiplicity=1 relative_energy_kj_mol=323.5 gap_ev=9.55 e_homo_ev=-8.64 total_charge=0 e_lumo_ev=0.9
N -0.132 1.849 0.345
C -0.644 0.689 0.640
C -0.609 -1.053 -1.175
O 0.093 -1.479 -0.009
C 0.371 -0.389 0.757
N 1.332 -0.302 1.582
H -0.740 2.657 0.297
H 0.871 2.026 0.281
H -1.310 -0.256 -0.856
H -1.187 -1.880 -1.580
H 0.109 -0.675 -1.914
H 1.847 -1.183 1.631

6.
13
Properties=species:S:1:pos:R:3 method="wB97M-V/def2-TZVPD" multiplicity=1 smiles=CSC1CC1 relative_energy_kj_mol=335.5 gap_ev=8.86 e_homo_ev=-7.77 total_charge=0 e_lumo_ev=1.1
C 0.410 0.803 2.207
C -0.307 0.309 -0.466
C -0.241 -0.058 -2.039
C 0.013 -1.179 -1.063
H -0.716 0.491 2.570
H 1.003 1.142 2.850
H 0.918 -0.179 2.204
H -1.337 0.174 0.075
H 0.791 0.286 -2.477
H -1.042 0.344 -2.595
H -0.991 -1.653 -0.918
H 0.914 -1.747 -0.861
S 0.585 1.266 0.515

7.
14
Properties=species:S:1:pos:R:3 method="wB97M-V/def2-TZVPD" multiplicity=1 smiles="N[C@@]12C[C@@H]1O2.C=O" relative_energy_kj_mol=493.7 gap_ev=9.27 e_homo_ev=-8.31 total_charge=0 e_lumo_ev=1.0
N -0.944 -0.981 2.041
C -0.322 -0.260 1.025
O 0.907 -0.575 0.393
C -0.893 0.791 0.155
C 0.536 0.844 0.582
C 1.039 -0.097 -2.356
O 0.524 0.963 -2.614
H -0.307 -1.459 2.666
H -1.605 -1.651 1.648
H -1.532 1.474 0.730
H -1.177 0.649 -0.878
H 1.188 1.528 1.095
H 0.458 -1.036 -2.304
H 2.128 -0.190 -2.183

8.
75
Properties=species:S:1:pos:R:3 method="wB97M-V/def2-TZVPD" multiplicity=1 relative_energy_kj_mol=0.0 gap_ev=6.86 e_homo_ev=-10.48 total_charge=+1 e_lumo_ev=-3.6
C 4.603 -1.644 4.003
C 5.120 -2.084 2.619
C 4.553 -1.260 1.453
C 3.538 -2.034 0.593
C 2.632 -1.074 -0.221
C 1.129 -1.228 0.044
C 0.543 -0.380 1.200
P 0.776 1.433 0.901
C 2.348 2.093 1.582
C 0.595 1.775 -0.884
C 1.144 -0.822 2.544
F 0.974 0.021 3.609
C 0.481 -2.202 2.725
N -0.621 -2.174 2.100
C -0.940 -0.821 1.459
C -1.721 -1.225 0.175
O -3.049 -1.516 0.530
C -4.011 -1.221 -0.475
N -1.626 -0.177 2.520
C -2.038 1.039 2.411
C -2.914 1.585 1.310
C -1.711 2.005 3.521
H 4.424 -0.570 4.063
H 3.690 -2.186 4.262
H 5.331 -1.897 4.772
H 6.209 -2.044 2.657
H 4.883 -3.145 2.516
H 4.038 -0.393 1.877
H 5.365 -0.865 0.844
H 2.928 -2.670 1.241
H 4.128 -2.660 -0.075
H 2.775 -1.326 -1.273
H 3.000 -0.055 -0.105
H 0.957 -2.299 0.173
H 0.615 -0.979 -0.881
H 3.170 2.023 0.866
H 2.184 3.157 1.742
H 2.632 1.622 2.518
H -0.379 2.221 -1.065
H 1.332 2.504 -1.231
H 0.692 0.910 -1.541
H 2.216 -1.024 2.535
H 0.888 -3.062 3.240
H -1.276 -2.942 1.984
H -1.282 -2.135 -0.245
H -1.634 -0.401 -0.537
H -4.408 -2.141 -0.910
H -4.829 -0.665 -0.021
H -3.603 -0.618 -1.288
H -3.432 2.461 1.693
H -3.679 0.840 1.099
H -2.384 1.802 0.381
H -2.437 1.963 4.336
H -0.706 1.839 3.889
H -1.753 3.005 3.088
C -2.581 -3.025 -4.497
C -2.698 -1.576 -4.072
O -1.647 -1.465 -3.099
C -0.730 -2.428 -3.362
O 0.342 -2.486 -2.846
O -1.189 -3.294 -4.282
H -2.846 -3.189 -5.538
H -3.169 -3.696 -3.870
H -2.499 -0.879 -4.885
H -3.660 -1.334 -3.628
C -1.074 4.554 -2.909
C -2.041 5.146 -3.912
O -2.721 3.982 -4.399
C -2.633 3.019 -3.462
O -3.228 1.990 -3.481
O -1.767 3.374 -2.478
H -0.875 5.211 -2.066
H -0.126 4.260 -3.364
H -2.770 5.813 -3.450
H -1.547 5.668 -4.726

no.,total energy (a.u.)
1,-276.01289
2,-496.94844
3,-540.85087
4,-1560.49656
5,-302.56988
6,-555.24216
7,-361.69283
8,-1978.08437